No. 1
DFT (ωB97M-V/def2-TZVPD) results for an isolated molecule of C5H5NO.

Geometry as XYZ:
```
12
Properties=species:S:1:pos:R:3:forces:R:3
O -2.381754 -0.364925 0.809647 0.1 0.0 -0.1
C -1.264688 -0.069306 0.420520 0.1 0.0 0.1
C -1.019714 0.117444 -1.036582 0.1 0.0 -0.4
C -0.889501 0.315760 -2.218050 0.0 -0.1 0.4
C -0.172218 0.247051 1.311025 -0.2 0.0 0.1
C 1.350074 -0.674862 0.239734 0.0 0.0 -0.1
N 1.101830 0.503613 0.814214 0.1 -0.1 -0.2
H -0.765099 0.479356 -3.267844 -0.1 0.0 0.2
H -0.397522 0.370458 2.367655 0.0 0.1 -0.2
H 1.621685 -0.774561 -0.809715 0.1 0.1 0.2
H 1.364748 -1.545875 0.879487 -0.1 0.1 -0.1
H 1.452160 1.395846 0.489909 0.0 -0.1 0.1
```
Forces are in eV/Å.

Output
E	-8798.514	eV
energy above the lowest of the compared OMol25 structures with the same formula, charge and spin	113.1	kcal per mole
molecular weight	95.1	g/mol
lowest unoccupied orbital energy (alpha / beta)	-0.326 / -0.325	eV

=====

No. 2
DFT (ωB97M-V/def2-TZVPD) results for an isolated molecule of C5H5NO.

Geometry as XYZ:
```
12
Properties=species:S:1:pos:R:3:forces:R:3
O 0.362124 1.278180 2.117716 -0.8 -0.2 0.3
C 1.287549 0.484319 -0.329335 -0.2 -0.3 -0.3
C 0.759057 -0.915900 -0.030728 0.1 0.0 0.1
C -0.713682 -0.457710 -0.186499 0.0 -0.2 -0.3
C -0.094359 0.763105 -0.912825 0.0 0.1 0.0
C -0.515679 0.626123 1.704297 0.5 0.3 0.2
N -1.328401 -0.078650 1.126938 0.5 0.3 0.1
H 1.090886 -1.516647 -0.889425 0.0 0.0 0.0
H 1.092515 -1.427439 0.880015 -0.1 0.1 -0.2
H -1.439692 -1.092987 -0.692793 0.1 0.1 0.0
H -0.529982 1.762690 -0.798497 0.1 -0.2 0.0
H 0.029663 0.574916 -1.988864 0.0 0.0 0.0
```
Forces are in eV/Å.

Output
E	-8798.608	eV
energy above the lowest of the compared OMol25 structures with the same formula, charge and spin	111.0	kcal per mole
molecular weight	95.1	g/mol
lowest unoccupied orbital energy	-0.230	eV

=====

No. 3
DFT (ωB97M-V/def2-TZVPD) results for a cluster of 2 separate species, C5H5NO in total at a distorted geometry.

Geometry as XYZ:
```
12
Properties=species:S:1:pos:R:3:forces:R:3
O 0.839664 1.320477 -0.393778 0.2 0.0 0.2
C -0.545930 1.304971 -0.079392 -0.2 -0.1 0.0
C -1.121526 0.208589 0.705258 0.2 0.1 0.1
C -0.248517 -0.621271 1.351937 0.3 -0.2 0.2
C 0.510806 -1.353612 1.977923 -0.4 0.3 -0.3
C 0.063860 -1.153227 -2.012908 -0.7 -0.8 -0.4
N -0.624003 -1.995459 -2.403018 0.8 0.9 0.4
H 1.327704 1.085847 0.408926 0.0 0.0 -0.2
H -0.837523 2.191210 0.518429 0.0 -0.1 0.0
H -1.082943 1.423025 -1.026727 0.0 0.0 0.1
H 0.681859 -0.354650 -1.631597 0.0 -0.1 -0.1
H 1.036548 -2.055900 2.584948 0.0 0.0 -0.1
```
Forces are in eV/Å.

Output
E	-8797.510	eV
energy above the lowest of the compared OMol25 structures with the same formula, charge and spin	136.3	kcal per mole
molecular weight	95.1	g/mol
lowest unoccupied orbital energy	-1.573	eV

=====

No. 4
DFT (ωB97M-V/def2-TZVPD) results for a structure of composition C5H5NO at a distorted geometry.

Geometry as XYZ:
```
12
Properties=species:S:1:pos:R:3:forces:R:3
O -1.462031 0.233974 -0.462441 -0.2 0.1 0.1
C -1.009029 -0.988702 0.134757 -0.1 -0.4 0.1
C 0.422326 -0.674515 -0.355842 0.1 0.0 0.0
C -0.165443 0.725874 -0.387609 0.0 0.3 0.1
C 0.077828 1.996989 -0.138301 0.0 -0.1 0.0
C 1.547730 -1.048547 0.489488 0.7 -0.3 0.5
N 2.416365 -1.435013 1.146869 -0.8 0.5 -0.6
H -0.837545 2.570377 -0.042798 0.2 0.3 0.0
H -1.072219 -0.911440 1.227238 0.0 -0.2 -0.2
H -1.526111 -1.865734 -0.250099 0.1 0.0 0.0
H 0.568090 -1.072324 -1.366131 0.0 0.1 0.2
H 1.040041 2.469061 0.004868 0.0 -0.3 -0.1
```
Forces are in eV/Å.

Output
E	-8801.260	eV
energy above the lowest of the compared OMol25 structures with the same formula, charge and spin	49.8	kcal per mole
molecular weight	95.1	g/mol
lowest unoccupied orbital energy	0.795	eV

=====

No. 5
DFT (ωB97M-V/def2-TZVPD) results for a structure of composition C5H5NO at a distorted geometry.

Geometry as XYZ:
```
12
Properties=species:S:1:pos:R:3:forces:R:3
O -1.755647 -1.564203 -0.018788 0.3 1.1 0.3
C -0.627864 -0.991128 0.455741 -1.7 -0.8 1.6
C -0.462021 0.552248 0.534236 0.5 0.4 0.6
C 1.011186 0.843891 0.504970 0.2 0.2 0.2
C 0.323908 0.640884 -0.803434 -0.3 -0.3 0.2
C 0.080969 -0.812493 -0.889399 -0.8 -1.7 -3.4
N -0.312513 -1.658371 -1.765369 1.4 1.4 1.1
H -0.229159 -1.590957 1.295083 0.7 0.4 -0.5
H -1.146225 1.331774 0.862115 -0.1 -0.5 -0.2
H 1.733840 0.088894 0.815904 -0.2 0.2 0.1
H 1.325538 1.862956 0.701128 -0.2 -0.1 0.1
H 0.162606 1.386553 -1.573078 0.2 -0.3 0.0
```
Forces are in eV/Å.

Output
E	-8795.973	eV
energy above the lowest of the compared OMol25 structures with the same formula, charge and spin	171.7	kcal per mole
molecular weight	95.1	g/mol
lowest unoccupied orbital energy (alpha / beta)	-2.336 / -2.050	eV

=====

No. 6
DFT (ωB97M-V/def2-TZVPD) results for a structure of composition C5H5NO.

Geometry as XYZ:
```
12
Properties=species:S:1:pos:R:3:forces:R:3
O 1.893844 -1.043631 1.617646 -0.6 0.3 -0.5
C 0.974467 -0.422443 1.180115 0.2 -0.5 -0.3
C 0.291187 0.790770 1.613222 -0.1 0.2 -0.2
C -0.554018 1.432353 0.944014 0.1 0.0 0.2
C 0.002768 -0.870424 -0.141730 0.0 0.1 0.5
C -0.547004 0.335465 -0.789090 -0.1 0.3 0.1
N 0.307233 -1.435475 -1.350096 0.3 -0.1 -0.3
H -1.201762 2.291614 0.952490 0.1 -0.1 -0.2
H -0.774457 -1.463397 0.355141 0.1 0.1 0.1
H 0.135619 0.974360 -1.349950 -0.1 -0.1 0.2
H -1.557395 0.315048 -1.189781 0.1 -0.1 0.1
H 1.029516 -0.904240 -1.841981 0.1 0.0 0.2
```
Forces are in eV/Å.

Output
E	-8797.098	eV
energy above the lowest of the compared OMol25 structures with the same formula, charge and spin	145.8	kcal per mole
molecular weight	95.1	g/mol
lowest unoccupied orbital energy (alpha / beta)	-0.891 / -1.128	eV

=====

Question: energy above the lowest of the compared OMol25 structures with the same formula, charge and spin of number 1 (C5H5NO)?
Answer: 113.1 kcal per mole